11
Properties=species:S:1:pos:R:3 method="wB97M-V/def2-TZVPD" lumo_energy_ev=0.811 total_charge=0 gap_ev=9.86 smiles="C=CCOO" e_homo_ha=-0.3327 e_tot_ha=-268.196777
C -0.44146 1.86679 0.73797
C -0.57351 0.68982 0.19388
C 0.83533 -0.34887 -0.11622
O -0.33596 -2.30707 -0.51180
O 0.53764 -1.34178 -1.02121
H -1.26233 2.55455 0.76946
H 0.59468 2.13251 1.25668
H -1.33316 0.06086 -0.31755
H 0.97428 -0.77584 0.83563
H 1.63904 0.28100 -0.44529
H -0.63454 -2.81198 -1.38156

66
Properties=species:S:1:pos:R:3 method="wB97M-V/def2-TZVPD" lumo_energy_ev=-0.954 total_charge=-1 gap_ev=2.58 e_homo_ha=-0.1299 e_tot_ha=-14933.255175
Ta 0.14778 0.95199 -0.51406
O 0.89680 -1.35829 2.19072
C 1.73354 -0.87212 1.46641
N 1.42155 -0.63403 0.13881
C 1.86007 -1.53461 -0.76880
O 2.03418 -2.73182 -0.65250
C 2.07149 -0.84877 -2.08085
C 2.35954 -1.58013 -3.17041
C 2.53060 -0.92754 -4.39501
C 2.32369 0.43284 -4.37974
C 1.98776 1.16234 -3.22591
N 1.74701 0.48103 -2.12468
C 2.96716 -0.22881 2.02103
C 3.31365 1.10498 1.98199
C 4.53093 1.42022 2.59908
C 5.39046 0.40167 3.02283
C 4.92421 -0.86808 3.07365
N 3.74704 -1.14193 2.58824
H 2.40968 -2.65373 -3.07597
H 2.80945 -1.38973 -5.28646
H 2.60416 1.02264 -5.26909
H 1.61822 2.19192 -3.15735
H 2.60178 1.82312 1.70462
H 4.90542 2.44898 2.65310
H 6.37516 0.64014 3.28101
H 5.42131 -1.72515 3.56534
Cl -1.16778 1.24395 -3.79816
C -1.41636 -0.28038 -3.05555
C -1.24475 -0.50085 -1.65575
C -1.26345 -1.78219 -1.20429
Cl -1.19162 -2.19465 0.52416
C -1.74720 -2.79573 -2.08119
Cl -1.78255 -4.39109 -1.65813
C -2.33156 -2.59453 -3.31992
Cl -3.00449 -3.80594 -4.24738
C -2.13724 -1.29562 -3.76998
Cl -3.00667 -0.97864 -5.31816
N 0.97274 3.90124 4.43215
N 0.47825 3.62815 3.10477
H 0.64192 4.82714 4.77239
H 1.96286 3.96769 4.43654
H 0.16855 4.43654 2.67574
H -0.24975 2.88614 3.18511
S -3.98976 -2.91309 4.55599
C -3.51807 -1.76565 3.38251
S -2.07252 -1.00509 3.66352
C -2.14510 -0.04704 2.29725
N -3.20752 -0.21612 1.57413
N -3.96343 -1.23039 2.17706
C -5.05786 -1.77230 1.39329
C -6.05944 -2.47278 1.96663
C -7.35187 -2.75130 1.44702
C -7.57979 -2.26963 0.13559
C -6.53430 -1.70205 -0.51840
C -5.27556 -1.48053 0.01640
S -0.84420 1.04238 1.86853
H -5.98143 -2.75684 2.98823
H -8.09977 -3.22943 2.07587
H -8.57698 -2.32345 -0.26680
H -6.66071 -1.27506 -1.51875
H -4.53414 -0.92163 -0.55814
Se 8.31268 5.03285 -3.04524
Sb 7.60862 7.28960 -2.69174
Se -0.00636 3.27301 -1.07922
Se 9.93465 5.42722 -4.48008
Se 7.18932 8.20895 -0.59203

16
Properties=species:S:1:pos:R:3 method="wB97M-V/def2-TZVPD" lumo_energy_ev=-0.222 total_charge=0 gap_ev=9.07 smiles="C=C1N=CC=C1C.[H][H]" e_homo_ha=-0.3415 e_tot_ha=-288.698498
C -1.28733 1.16148 0.27554
C -0.11846 0.52401 0.16974
C 0.09557 -0.93617 0.10408
C -0.98170 -1.95645 0.25807
C 1.42954 -1.09851 0.00436
C 2.00621 0.24903 -0.01476
N 1.13261 1.19118 0.10840
H -2.22857 0.62354 0.21559
H -0.28998 3.25770 -1.29391
H -1.33523 2.23623 0.40988
H -0.62499 -2.94826 -0.02682
H -1.85578 -1.71750 -0.35621
H -1.32066 -2.00067 1.29992
H 1.98785 -2.02601 -0.01571
H 3.06181 0.48279 -0.13277
H 0.32912 2.95762 -1.00540

80
Properties=species:S:1:pos:R:3 method="wB97M-V/def2-TZVPD" lumo_energy_ev=2.228 total_charge=-1 gap_ev=9.39 e_homo_ha=-0.2632 e_tot_ha=-1863.226521
B 0.02132 0.60361 -0.36434
F 0.36232 -0.08339 -1.58034
F 1.15632 0.94961 0.30866
F -0.70968 1.73461 -0.72634
F -0.66668 -0.24539 0.40966
C 3.39332 0.05861 3.14366
C 3.22432 -1.43239 2.80066
N 3.00032 -2.50739 2.58766
H 3.44532 -0.05539 4.24866
H 4.35132 0.49361 2.77266
H 2.60632 0.76061 2.85766
C -3.70368 1.31261 0.64166
C -5.16868 1.19161 0.24066
N -6.21268 1.10861 -0.11334
H -3.03268 2.25761 0.08266
H -3.71168 1.23861 1.77266
H -3.01368 0.31861 0.42966
C 3.53832 2.92261 -1.20734
C 4.14632 2.80261 0.09066
N 4.63032 2.76961 1.13566
H 3.14832 1.82161 -1.47434
H 2.70432 3.48861 -1.32634
H 4.41032 3.20161 -1.79534
C -0.22668 4.59661 -2.61034
C 0.74432 4.00061 -3.57134
N 1.51532 3.68861 -4.37634
H -1.03768 3.89561 -2.47934
H 0.22432 4.91361 -1.63734
H -0.69168 5.38161 -3.11334
C -0.41468 -2.07339 3.25166
C 0.52232 -1.86139 4.47866
N 1.03732 -1.73539 5.46566
H -0.90668 -3.23139 3.40966
H -1.20668 -1.48639 3.08866
H 0.14532 -1.98639 2.32966
C -3.20468 0.43161 -4.93534
C -2.31468 0.87261 -3.72034
O -2.18568 -0.18539 -2.89434
H -2.58168 -0.10139 -5.37434
H -3.45668 1.46561 -5.48034
H -4.25968 0.05161 -4.72934
H -2.82668 1.58361 -3.41534
H -1.44668 1.02161 -4.09234
H -1.54968 0.23161 -2.24334
C 0.31532 -3.56939 -2.11334
C 0.39232 -3.64939 -0.65834
O 0.37432 -5.03039 -0.26934
H -0.61968 -4.07439 -2.40234
H 1.29632 -3.80539 -2.67334
H 0.03232 -2.61939 -2.41434
H -0.38868 -3.08339 -0.31034
H 1.32132 -3.25039 -0.15834
H 0.21132 -5.09839 0.62566
C 4.03732 -2.49739 -1.11234
C 3.30232 -1.22639 -1.13134
O 2.59132 -1.10339 -2.27534
H 4.40832 -2.76139 -0.12234
H 4.80132 -2.38539 -1.76934
H 3.34332 -3.20239 -1.51434
H 3.97632 -0.38339 -1.06734
H 2.44232 -0.98139 -0.46234
H 1.89832 -0.66039 -2.11434
C 1.36932 4.12661 3.50066
C 0.59532 3.66161 2.35466
O 0.18432 2.22961 2.46666
H 0.60032 3.93961 4.30666
H 1.63632 5.02161 3.24666
H 2.38432 3.70661 3.47866
H 1.09032 3.64261 1.51066
H -0.49168 4.19361 2.26166
H 0.54632 1.90261 1.59966
C -3.73468 -2.23839 1.02666
C -3.68368 -3.20939 2.18866
O -4.97568 -3.57339 2.54866
H -4.39668 -1.36539 1.35366
H -4.11768 -2.95239 0.29666
H -2.84268 -2.07639 0.66766
H -3.16368 -3.10939 2.94166
H -3.31268 -4.20039 1.69866
H -5.22168 -4.50239 2.20866

9
Properties=species:S:1:pos:R:3 method="wB97M-V/def2-TZVPD" lumo_energy_ev=-0.553 total_charge=0 gap_ev=9.51 e_homo_ha=-0.3699 e_tot_ha=-246.908175
C -0.79249 -0.23460 -0.05688
C 0.23804 -1.09215 -0.11341
C 0.13843 2.21420 -0.09257
C -0.62860 1.18936 0.06721
C 1.58090 -0.69051 0.00268
N 2.68569 -0.39955 0.10468
H -1.80688 -0.60672 -0.11425
H 0.07909 -2.15584 -0.22910
H -1.49418 1.77580 0.43163

38
Properties=species:S:1:pos:R:3 method="wB97M-V/def2-TZVPD" lumo_energy_ev=0.037 total_charge=0 gap_ev=9.48 e_homo_ha=-0.3470 e_tot_ha=-975.109814
O -2.19788 -1.95366 0.03469
C -1.45213 -0.93734 -0.02128
N -1.94411 0.40645 0.01286
H -1.37919 1.03708 0.02534
C -3.49229 0.47225 -0.08126
C -4.31380 0.10542 -1.15021
H -3.80954 -0.77509 -1.47026
H -4.34852 1.00828 -2.06567
C -5.67402 -0.26012 -0.80302
H -6.24002 0.52089 -0.53459
H -6.16459 -0.75380 -1.39874
C -5.37518 -0.87698 0.50482
H -6.11648 -1.33175 1.12706
H -4.75868 -1.83531 0.43636
C -4.27696 -0.03203 1.12060
H -3.64466 -0.56890 2.03178
H -4.74994 0.58401 1.88310
H -3.60074 1.68356 0.24775
C 0.03530 -0.88077 -0.10191
H 0.21914 -1.52828 0.95033
O 0.44794 0.30286 -0.10036
C 1.72474 0.53251 0.15102
C 2.73324 -0.50475 0.02749
C 4.04439 -0.30789 0.15622
C 4.59080 1.12878 -0.22518
C 3.75139 2.03263 0.02908
C 2.33218 1.57380 0.02675
H 1.64025 2.72403 0.01413
H 3.95309 2.98930 0.17632
C 6.04592 1.09931 0.09865
C 6.83862 0.17822 -0.04593
C 6.27279 -1.31389 -0.15858
O 6.99939 -2.25281 -0.03459
O 4.91462 -1.54887 -0.06297
H 7.86907 0.08593 0.01516
H 6.44632 2.34744 0.09167
H 2.45121 -1.64207 -0.22789
H 0.22834 -1.50843 -0.67874